DFT (ωB97M-V with the def2-TZVPD basis set) results for C28H43CrGeN4S4Si3 as an isolated structure in a non-equilibrium geometry.

Results
- spin multiplicity = 6
- frontier orbital gap (alpha / beta) (Eh) = 0.1435 / 0.2054
- expectation value of S² = 8.861
- LUMO (alpha / beta) (eV) = -0.805 / -1.807

Each line ends with the Löwdin spin population.
Geometry (Å):
Si1 1.08268 -2.26221 2.77416  0.0225
H1 1.25729 7.12921 -0.53380  0.0000
S1 3.25167 1.07107 0.56141  0.0150
H2 0.18577 -4.08896 -1.89860  -0.0001
H3 -7.05447 1.56770 -1.58120  0.0000
C1 -1.44494 -1.36044 -2.08553  0.0032
H4 3.63017 -0.65651 -2.29546  0.0011
C2 1.25393 5.52914 -2.74758  -0.0178
C3 -5.75920 0.78556 0.61481  0.0012
H5 -3.13132 -2.45903 0.24316  0.0018
C4 -2.17086 -2.27965 0.73470  0.0100
H6 -2.23763 -1.37013 1.32499  0.0001
H7 -5.01838 0.31709 3.79810  0.0000
H8 2.16820 -4.54309 -1.17226  0.0000
H9 1.32872 0.03290 -4.67468  0.0029
H10 -1.47430 -4.40264 -1.39901  0.0062
C5 1.20689 3.18150 -3.41308  0.0162
C6 1.15179 5.61647 0.99130  0.0801
H11 -2.38615 -1.84026 -2.36731  0.0004
N1 1.05429 1.47756 -1.65556  0.1761
H12 -0.14780 -4.63671 -0.25607  0.0002
H13 -3.47496 2.18085 -1.23178  0.0008
H14 2.92652 -4.65882 0.41270  0.0000
H15 -0.18880 -4.34886 2.19718  0.0001
C7 3.51409 -1.73972 -2.24855  0.0011
H16 -5.62041 1.23131 -2.56239  0.0000
H17 5.06960 -1.03083 0.56807  -0.0008
H18 2.51484 -2.44704 4.75322  0.0001
C8 1.19161 5.15872 -1.36654  0.0491
H19 -1.32583 -1.98179 3.33117  0.0000
H20 -0.31072 -1.75330 4.75419  0.0000
H21 0.72281 -4.51098 3.69378  0.0018
C9 -3.07929 1.40029 0.59584  0.0113
C10 3.03755 1.29187 2.28314  0.0113
C11 1.15769 0.54757 -2.63064  0.0849
C12 1.11823 2.80148 -2.05137  0.1009
C13 -5.38604 -0.20093 2.91427  0.0001
H22 4.43416 -2.19403 -2.62262  0.0000
C14 1.26191 4.58746 -3.71799  0.0236
Ge1 1.23265 -1.36846 0.52096  0.2875
H23 -6.47136 -0.26181 2.94216  0.0000
C15 2.66151 -2.03720 3.75084  0.0011
C16 3.02033 -4.21833 -0.57912  0.0062
H24 -1.62591 -0.29405 -1.94361  0.0001
C17 1.20266 6.06945 -0.31558  0.0240
C18 1.08805 4.24494 1.22541  0.0086
C19 4.78207 -2.07706 0.49891  -0.0003
C20 -5.23573 1.41540 -0.47726  0.0006
H25 1.17253 -0.47664 -2.28972  0.0032
C21 1.12381 3.77773 -1.04931  0.0761
H26 2.70406 -2.02021 -2.92399  0.0004
C22 -4.89068 0.49365 1.68729  0.0012
Si2 3.21547 -2.34406 -0.49618  0.0111
H27 1.16464 6.29649 1.82989  0.0057
H28 4.68642 -2.46165 1.51342  0.0000
C23 -5.99840 1.78922 -1.70393  0.0001
H29 -0.46992 -0.46169 3.56735  -0.0004
H30 3.92209 -4.63044 -1.03721  0.0008
H31 -0.75615 -1.47294 -2.92162  0.0012
H32 -6.80400 0.52155 0.64938  0.0001
C24 1.25040 0.84132 -3.96155  0.0898
H33 -5.88395 2.85275 -1.91795  0.0000
H34 -1.99120 -3.10393 1.42572  0.0000
H35 1.30586 6.58027 -3.00134  -0.0017
C25 -0.39625 -1.54044 3.68620  -0.0006
N2 -3.60303 0.79542 1.66817  0.0018
H36 1.04964 3.85683 2.23525  -0.0007
N3 1.07426 3.34475 0.25417  0.0951
S2 4.27980 1.52539 3.31987  0.1066
C26 -0.51119 -4.00663 -1.06558  0.0363
N4 -3.91624 1.70860 -0.45275  0.0036
H37 -4.97107 -1.21019 2.93810  0.0000
Si3 -0.80582 -2.22204 -0.54536  0.0889
C27 0.76337 -4.11910 2.67511  0.0116
C28 1.25538 2.18999 -4.38130  0.1720
Cr1 0.95496 1.23742 0.38622  3.3451
H38 3.49238 -2.57312 3.29274  0.0000
H39 1.33452 2.45631 -5.42658  0.0097
H40 1.32695 4.87730 -4.75982  0.0009
H41 2.94743 -0.99121 3.85165  0.0018
H42 1.54832 -4.65562 2.14436  0.0000
S3 -1.48110 1.89749 0.43411  0.0298
S4 1.35284 1.25956 2.70840  -0.0212
H43 5.59033 -2.62686 0.00990  0.0002

***

DFT (ωB97M-V with the def2-TZVPD basis set) results for C28H43FN4OPV as an isolated structure.

Results
- spin multiplicity = 3
- frontier orbital gap (alpha / beta) (Eh) = 0.2720 / 0.2816
- charge = +2
- expectation value of S² = 2.040
- LUMO (alpha / beta) (eV) = -5.971 / -5.753

Each line ends with the Löwdin spin population.
Geometry (Å):
H1 -1.45441 -1.15348 2.81761  0.0002
C1 0.08337 3.89340 -3.87281  -0.0024
C2 2.82878 -3.04358 -1.61016  0.0000
V1 0.73811 -0.09573 -0.46932  2.0787
C3 3.75918 -2.57207 0.68068  -0.0008
C4 -0.91009 2.79468 -1.95942  -0.0025
C5 0.62824 2.69399 -4.28802  0.0002
H2 -4.99731 -2.50397 -2.13517  -0.0006
C6 -3.80539 -0.96195 -3.02866  0.0013
C7 1.56755 0.54505 5.32484  0.0000
H3 3.60430 -2.39575 -2.01434  0.0001
H4 0.41324 2.50362 2.83724  0.0000
H5 2.57772 -0.91958 3.32653  0.0001
H6 0.70474 -3.91026 -0.28291  0.0002
H7 1.44257 0.60888 6.40692  0.0000
H8 -0.79009 1.41871 6.08076  0.0000
C8 2.50762 -2.69858 -0.17047  -0.0005
H9 1.93895 -2.96982 -2.23668  0.0001
C9 0.39671 -1.00450 -4.26196  0.0003
H10 -1.81606 2.82837 1.40004  0.0004
H11 2.61538 0.72086 5.08794  0.0000
H12 -1.79896 0.57361 2.65556  0.0000
H13 -1.80849 4.06687 -0.58962  0.0000
H14 -0.33409 -0.97293 6.28548  0.0000
H15 -4.47351 -0.83685 -3.86960  0.0003
C10 1.49404 -3.66085 0.42710  -0.0012
H16 -1.26528 2.10430 4.49744  0.0000
C11 -0.34256 1.57892 -2.39586  -0.0001
C12 -4.10548 -1.89939 -2.05206  -0.0122
H17 1.51341 0.58521 -5.08542  0.0001
H18 1.99185 -4.58767 0.71570  -0.0003
H19 -2.43776 0.55368 -3.71386  -0.0004
H20 3.18674 -4.07324 -1.66459  -0.0002
H21 2.20100 -0.33345 -2.26954  0.0056
H22 3.50716 -2.33045 1.71353  0.0001
P1 0.59998 0.11305 2.35749  0.0076
F1 -1.26220 -1.38798 0.15844  0.0210
C13 -0.16482 -1.06130 5.21180  0.0000
C14 0.99692 1.68177 3.25528  0.0011
H23 -3.63859 3.01299 -1.94616  0.0000
H24 -3.41499 1.52091 -1.03662  0.0000
C15 -2.14545 -1.27968 -0.91085  -0.0080
H25 4.30063 -3.51906 0.68703  -0.0002
N1 0.74563 1.57613 4.69351  -0.0002
N2 1.18830 -0.79640 4.88596  -0.0004
H26 2.05018 1.92378 3.09899  0.0003
H27 0.99539 -1.70302 -4.84806  0.0000
H28 -0.23423 2.53595 0.66718  0.0027
N3 -1.09574 -0.01827 4.55795  0.0000
H29 0.24977 4.79243 -4.44994  -0.0001
H30 -1.52725 1.29661 0.58243  0.0010
C16 -3.27833 2.60162 -1.00433  -0.0001
H31 4.42361 -1.80342 0.28824  0.0001
H32 1.26857 -2.07839 3.22223  0.0000
H33 -3.91030 2.99565 -0.20705  0.0000
O1 1.87849 -1.37530 -0.16387  -0.0180
H34 3.09631 -0.67512 -3.71494  0.0004
C17 -1.81893 2.98617 -0.75305  -0.0003
C18 -1.09375 -0.15278 3.06120  0.0004
H35 -1.09495 4.87943 -2.39328  0.0001
H36 -3.46247 -2.79523 -0.18017  0.0004
H37 0.16268 -1.49258 -3.31403  0.0005
C19 0.43564 1.51633 -3.57018  -0.0021
H38 -0.53809 -0.84781 -4.79859  0.0000
C20 2.44572 0.07480 -3.26311  0.0079
C21 1.17951 0.29331 -4.08668  0.0003
C22 1.50398 -1.04359 3.47805  0.0000
C23 -3.26158 -2.07184 -0.95752  0.0022
H39 -0.49018 -2.03940 4.85783  0.0000
C24 -2.65895 -0.18072 -2.95165  -0.0109
C25 -1.31136 2.36884 0.54522  0.0041
C26 -1.79638 -0.34057 -1.87195  -0.0007
H40 3.01276 0.99579 -3.12939  0.0003
H41 1.22446 2.66165 -5.19076  0.0000
C27 -0.62338 1.38353 5.00378  0.0000
H42 -2.04582 -0.16377 4.90388  0.0000
C28 -0.66940 3.93769 -2.71570  0.0006
N4 -0.61059 0.36939 -1.66321  -0.0764
H43 1.02804 -3.23770 1.31776  0.0001

***

DFT (ωB97M-V with the def2-TZVPD basis set) results for C28H44BrN3P2Pd as an isolated structure in a non-equilibrium geometry.

Results
- spin multiplicity = 3
- frontier orbital gap (alpha / beta) (Eh) = 0.2721 / 0.1427
- charge = +2
- expectation value of S² = 2.007
- LUMO (alpha / beta) (eV) = -5.069 / -8.560

Each line ends with the Löwdin spin population.
Geometry (Å):
H1 6.19296 6.84232 -2.01487  0.0000
C1 -1.50975 -1.09849 5.17836  -0.0017
P1 -2.14110 0.86594 0.33038  0.1248
H2 -4.00824 -5.37804 -0.37195  0.0086
Pd1 0.15017 0.84803 1.51049  0.6918
C2 -1.66211 2.63517 0.31185  0.0137
C3 2.05706 1.07729 0.90822  0.0235
H3 -2.90152 -5.50258 1.03534  0.0003
H4 -4.23266 2.04333 2.43869  0.0002
H5 6.67887 3.86959 1.83577  0.0000
H6 2.26885 1.91028 -2.41035  0.0002
H7 2.20746 -1.03214 1.47200  -0.0008
H8 -2.11174 3.19617 2.38419  0.0000
N1 7.30438 6.31357 -0.35400  -0.0003
P2 -1.85884 -4.44136 -1.74250  0.5978
C4 -4.69571 1.69689 1.50708  0.0032
C5 -1.66505 1.33750 -2.44101  0.0023
H9 -2.27634 -1.18084 5.94885  0.0003
H10 -3.21404 0.01774 -1.70239  0.0024
C6 -2.55693 -3.75586 -0.19575  0.0848
H11 1.32914 -1.42432 3.46242  0.0001
H12 -0.25431 -5.65186 -0.42470  -0.0004
C7 5.15991 5.33504 -0.82850  -0.0003
H13 1.24135 -6.61878 -2.13553  -0.0004
H14 4.34117 3.04776 1.65356  0.0001
C8 0.36589 -1.18984 3.91047  0.0016
H15 -5.70575 1.35390 1.77974  0.0008
C9 1.84101 -0.36182 0.71316  -0.0044
H16 -2.35056 3.31335 -0.19759  0.0040
C10 -1.61032 -3.10869 -2.97133  0.0908
C11 6.22677 6.21489 -1.12345  0.0001
N2 -1.67090 -0.46452 3.99821  0.0041
H17 -0.45383 -7.03617 -2.53366  0.0026
C12 7.42053 5.52235 0.70930  0.0001
C13 2.09782 1.29063 -1.51482  -0.0001
H18 -0.55605 -3.12573 -3.28113  0.0066
H19 -1.73571 -3.46709 0.47062  0.0147
H20 -4.82694 2.54659 0.82432  0.0000
H21 1.73116 -0.54182 -2.67448  -0.0001
H22 -1.79006 -2.14783 -2.47169  0.0085
H23 -1.57824 -0.57047 -1.41076  0.0045
H24 -0.57193 2.38293 2.26176  -0.0005
C14 1.59200 -0.90472 -0.55793  0.0006
H25 0.38548 -5.74377 -3.43937  0.0003
N3 -0.52239 -0.44700 3.24097  0.0647
H26 -1.80647 0.97144 -3.46804  0.0006
C15 -0.22227 -5.21139 -1.42877  0.0976
H27 -4.47807 0.10546 0.05945  0.0025
H28 4.29408 5.36203 -1.48522  0.0000
H29 0.52657 -4.39949 -1.38536  0.0220
H30 -2.45635 -4.30933 -4.58973  0.0034
C16 3.16645 3.10323 -0.18424  0.0005
C17 1.74773 -0.08376 -1.68105  -0.0032
C18 -2.19763 0.33825 -1.41632  0.0224
H31 -0.58790 1.48615 -2.30320  0.0002
Br1 1.54449 -2.77211 -0.54965  0.0056
C19 0.26892 -6.21866 -2.45641  0.0091
H32 -2.21086 -2.58818 -4.98723  0.0001
C20 -3.49007 -4.81175 0.41804  0.0213
C21 -3.88815 0.55296 0.88097  0.0274
H33 3.06530 3.81655 -1.01708  0.0001
H34 -3.77629 -0.25550 1.62396  0.0031
H35 -4.23764 -4.31636 1.04416  0.0006
H36 0.34111 -1.98315 5.93251  0.0005
H37 -2.55251 -0.05912 3.68653  -0.0003
C22 5.23272 4.47339 0.29699  0.0000
H38 8.30291 5.66439 1.33011  0.0000
C23 -2.52447 -3.28535 -4.19749  0.0201
C24 2.39986 1.86672 -0.26143  0.0050
C25 -1.25216 3.09212 1.72068  0.0004
H39 -3.57700 -3.09819 -3.94144  0.0009
H40 -2.17135 2.30894 -2.36453  0.0000
C26 6.45031 4.55404 1.02550  -0.0003
H41 -0.74663 2.65395 -0.29907  0.0027
H42 -0.63126 3.99140 1.69835  -0.0001
C27 4.17239 3.49688 0.67189  -0.0011
H43 -3.09398 -2.83551 -0.47503  0.0003
H44 2.45581 1.45078 1.85738  0.0076
C28 -0.19852 -1.52838 5.15675  0.0017

***

Energy, respectively: -187609.722, -75421.759, -126301.440 eV.
Energy relative to the best compared isomer or geometry (same formula, charge and spin), respectively: 160.2, 0.0, 78.8 kJ/mol.